[1]
{
  "formula": "CH4IN2",
  "method": "ωB97M-V/def2-TZVPD",
  "smiles": "[NH2+]=CNI",
  "spin_multiplicity": 1,
  "lumo_ev": -5.0414,
  "energy_ha": -447.40398,
  "homo_ev": -14.12,
  "charge": 1,
  "symbols": ["N", "C", "N", "I", "H", "H", "H", "H"],
  "positions_angstrom": [[1.132973, -0.074825, -0.421334], [0.006193, -0.646373, -0.203936], [-1.027287, 0.218326, 0.393531], [-0.654457, 1.853665, 1.516247], [1.775971, -0.615299, -0.974145], [1.163677, 0.974530, -0.172823], [-0.455303, -1.579492, -0.352057], [-1.941767, -0.130532, 0.214516]],
  "forces_ev_per_a": [[-0.10, 0.33, 0.13], [-4.76, 5.82, 2.99], [3.71, -2.96, -1.70], [-0.15, -0.05, -0.29], [0.94, 0.49, 0.05], [0.58, -2.08, -0.72], [0.63, -1.52, -0.93], [-0.85, -0.03, 0.49]]
}



[2]
{
  "formula": "CH4IN2",
  "method": "ωB97M-V/def2-TZVPD",
  "smiles": "[NH2+]=CNI",
  "spin_multiplicity": 1,
  "lumo_ev": -5.9727,
  "energy_ha": -447.35336,
  "homo_ev": -14.91,
  "charge": 1,
  "symbols": ["N", "C", "N", "I", "H", "H", "H", "H"],
  "positions_angstrom": [[1.147209, 0.347324, 0.580509], [-0.068838, -0.675199, -0.060366], [-1.192594, -0.164647, -0.407447], [-1.692950, 1.824439, -0.664338], [1.997636, -0.157393, 0.838650], [1.328704, 1.337550, 0.168273], [0.320351, -1.640603, 0.149438], [-1.839518, -0.871471, -0.604718]],
  "forces_ev_per_a": [[-3.76, -1.23, -2.69], [5.33, 6.58, 3.00], [2.03, -0.09, 0.33], [0.16, -0.56, 0.11], [-0.45, 0.02, -0.49], [-0.71, -2.61, 0.68], [-0.74, -1.20, -0.32], [-1.86, -0.89, -0.62]]
}



[3]
{
  "formula": "CH4IN2S",
  "method": "ωB97M-V/def2-TZVPD",
  "smiles": "N/C=[NH+]/SI",
  "spin_multiplicity": 1,
  "lumo_ev": -5.5720,
  "energy_ha": -845.60105,
  "homo_ev": -13.25,
  "charge": 1,
  "symbols": ["N", "C", "N", "S", "I", "H", "H", "H", "H"],
  "positions_angstrom": [[-1.730609, -0.172474, -0.033968], [-0.529671, 0.123997, -0.368720], [0.520698, 0.075777, 0.378953], [2.209507, 1.045361, -0.325965], [3.781883, -0.539906, 0.082860], [-2.586930, -0.056500, -0.540244], [-1.927303, -0.702353, 0.827188], [-0.141935, 0.516487, -1.352339], [0.404359, -0.290386, 1.332237]],
  "forces_ev_per_a": [[-2.20, -1.58, 1.71], [2.89, 1.73, -2.47], [1.92, 0.37, 0.61], [-2.89, -1.02, 1.18], [0.69, -0.57, 0.06], [0.23, 0.27, -0.98], [0.48, 0.61, -0.36], [-1.88, -0.31, 0.48], [0.75, 0.49, -0.22]]
}



[4]
{
  "formula": "CH4IN4P",
  "method": "ωB97M-V/def2-TZVPD",
  "spin_multiplicity": 1,
  "lumo_ev": [0.0384, 0.0389],
  "energy_ha": -898.45010,
  "homo_ev": [-7.74, -7.74],
  "symbols": ["C", "N", "N", "N", "N", "P", "I", "H", "H", "H", "H"],
  "positions_angstrom": [[0.642711, -0.363666, -0.666607], [-0.443586, 0.274962, 0.099603], [-0.886736, -0.613917, 0.955862], [-0.369176, -1.734250, 0.664217], [0.473644, -1.741210, -0.353167], [-0.403660, 2.046657, 0.399310], [2.761929, 0.376879, -0.144416], [0.631672, 0.057544, -1.700150], [-0.580659, -2.469288, 1.335988], [-1.757252, 2.002167, 0.355793], [-0.068885, 2.164119, -0.946437]],
  "forces_ev_per_a": [[-2.22, -0.42, -0.11], [2.15, -0.97, -0.87], [-1.17, 0.62, 2.00], [0.21, 1.52, -0.34], [0.54, 0.44, -0.83], [1.25, -1.32, 0.80], [0.63, 0.32, 0.38], [0.20, -1.10, 0.75], [0.32, -0.30, -0.77], [-1.52, 0.65, -0.49], [-0.39, 0.57, -0.53]]
}